Record 1
The following is a quantum chemistry calculation of a molecular structure, C16H24AgO12 at a distorted geometry, from OMol25.

Computed properties:
orbital gap (spin up / spin down)	0.365 / 0.090	hartree
<S²>	0.76
DFT total energy	-1673.263863	hartree

The geometry in ORCA input format:
```
! RIJCOSX wB97M-V def2-TZVPD def2/J DEFGRID3
* xyz 2 2
Ag 1.87811 0.59772 0.61441
C -3.84941 -1.17171 3.76639
C -2.32569 -1.16254 3.94087
C -1.66827 -2.57004 3.88168
O -0.62548 -2.32193 2.89839
C -0.63049 -1.03846 2.49996
O 0.25502 -0.50967 1.79455
O -1.77876 -0.44680 2.89649
H -4.25420 -1.74638 2.93333
H -4.22925 -0.15245 3.69611
H -4.23824 -1.63184 4.67480
H -2.10624 -0.63745 4.87049
H -2.35252 -3.31239 3.47080
H -1.26930 -2.92100 4.83339
C -4.36774 0.08032 -0.31716
C -3.34967 1.18188 -0.72212
C -3.51798 2.50185 0.02248
O -2.22033 2.82667 0.53633
C -1.32486 1.81443 0.14591
O -0.09150 1.85292 0.25696
O -2.06700 0.81840 -0.47345
H -4.04947 -0.76735 -0.92401
H -5.35651 0.43298 -0.61057
H -4.25156 0.01116 0.76442
H -3.48164 1.55680 -1.73707
H -4.29309 2.39433 0.78127
H -3.79122 3.29911 -0.66877
C -0.87251 -4.49333 -3.27227
C -0.96804 -3.83492 -1.91370
C 0.04437 -4.44042 -0.91086
O 0.83120 -3.30592 -0.54788
C 0.43099 -2.24723 -1.14269
O 0.86029 -1.09685 -0.97822
O -0.55087 -2.50735 -1.99112
H 0.15710 -4.39567 -3.61646
H -1.56166 -4.11238 -4.02595
H -1.13907 -5.54974 -3.23997
H -1.99815 -3.92766 -1.56967
H 0.72455 -5.19075 -1.31393
H -0.49185 -4.82144 -0.04173
C 6.89241 4.92195 -0.85986
C 5.59543 4.43484 -1.62922
C 5.73035 3.24582 -2.44643
O 4.73882 2.35542 -2.04248
C 4.05597 2.91390 -1.04738
O 3.10748 2.34408 -0.50746
O 4.60062 4.09724 -0.70959
H 7.67716 5.20772 -1.56029
H 7.27088 4.06000 -0.31042
H 6.62452 5.73019 -0.17935
H 5.25345 5.26948 -2.24121
H 6.72651 2.86090 -2.22826
H 5.61734 3.50356 -3.49947
*
```


Record 2
The following is a quantum chemistry calculation of a gas-phase ion, C16H24BClF3NO3P (charge +1) at a distorted geometry, from OMol25.

Computed properties:
orbital gap	0.275	hartree
DFT total energy	-2030.217393	hartree
structure (SMILES)	C#CCC1=[N+](Cl)C[C@](CCC)(CCC(F)=C(F)F)[C@]1([PH2]=O)B(O)OCC

The geometry in ORCA input format:
```
! RIJCOSX wB97M-V def2-TZVPD def2/J DEFGRID3
* xyz 1 1
C 2.27779 -1.57660 4.48750
C 1.24361 -1.06955 4.15813
C 0.11769 -0.34795 3.56078
C 0.37724 0.13213 2.17410
N 1.45050 0.66945 1.69325
Cl 2.86446 1.04581 2.53371
C 1.40183 0.93681 0.23972
C 0.37196 -0.12416 -0.18705
C 1.12338 -1.47875 -0.14036
C 2.24816 -1.62935 -1.19334
C 3.65150 -1.72380 -0.54308
C -0.25044 0.11589 -1.56270
C -1.18167 -1.01357 -2.06456
C -0.69254 -1.66955 -3.33465
F 0.55764 -1.41753 -3.76804
C -1.45915 -2.47188 -4.06734
F -1.30288 -2.64929 -5.35835
F -2.44733 -3.18264 -3.57972
C -0.60467 0.08682 1.02789
P -2.00061 -1.09939 1.20757
O -1.59959 -2.51739 1.26434
B -1.33192 1.54554 1.14273
O -1.31026 2.16745 2.39161
O -2.01888 2.08510 0.10944
C -1.61313 3.37800 -0.38152
C -2.77546 4.05237 -1.07862
H 3.06623 -2.20305 4.83790
H -0.69539 -1.07553 3.48641
H -0.25617 0.45875 4.19532
H 1.17713 1.97502 -0.02583
H 2.40697 0.76885 -0.14758
H 0.39738 -2.27899 -0.27141
H 1.56677 -1.66085 0.83998
H 2.28316 -0.80146 -1.89678
H 2.07954 -2.56438 -1.72038
H 4.31247 -2.35669 -1.13032
H 4.10938 -0.73174 -0.50039
H 3.60606 -2.10461 0.47723
H 0.51861 0.28910 -2.31251
H -0.84339 1.02836 -1.54108
H -2.16162 -0.58927 -2.27921
H -1.34384 -1.79198 -1.31344
H -2.84428 -0.73633 0.14499
H -2.67836 -0.65311 2.36155
H -0.59819 2.81409 2.48033
H -1.25030 4.02012 0.42707
H -0.78658 3.26417 -1.08990
H -2.41364 4.92678 -1.61904
H -3.23920 3.36456 -1.78273
H -3.50995 4.39419 -0.35161
*
```


Record 3
The following is a quantum chemistry calculation of a molecular structure, C16H24BFeN6S3, from OMol25.

Computed properties:
orbital gap (spin up / spin down)	0.247 / 0.266	hartree
energy relative to the best compared isomer or geometry (same formula, charge and spin)	6.30	kJ/mol
<S²>	0.93
DFT total energy	-3435.335840	hartree

The geometry in ORCA input format:
```
! RIJCOSX wB97M-V def2-TZVPD def2/J DEFGRID3
* xyz 2 2
Fe 1.14912 0.24054 0.21496
C 0.52759 1.43455 3.47471
C 1.31834 1.50018 2.20516
C 0.88552 2.31524 1.13261
C 1.61748 2.43911 -0.04386
C 2.80390 1.69155 -0.19819
C 3.23010 0.85087 0.83372
C 2.50091 0.78049 2.03875
H 1.06153 0.88888 4.24925
H -0.43710 0.95310 3.30111
H 0.31862 2.43961 3.84365
H -0.04320 2.85905 1.23293
H 1.25252 3.05645 -0.85334
H 3.35166 1.72419 -1.13070
H 4.11093 0.23924 0.69687
H 2.86071 0.14493 2.83899
C -2.55994 2.61529 1.61629
N -2.35267 2.34792 0.19479
C -2.82843 3.14510 -0.81534
C -2.62745 2.46614 -1.97172
N -2.06517 1.25221 -1.66974
B -2.19806 0.09745 -2.78445
N -1.26742 -1.14938 -2.62146
C -1.74043 -2.38414 -2.97985
C -0.68316 -3.23249 -3.06450
N 0.42997 -2.50261 -2.74201
C 1.79753 -3.01237 -2.84548
C 0.04988 -1.24393 -2.46249
S 1.11537 0.04681 -2.00717
C -1.88684 1.20055 -0.35517
S -1.10600 -0.12111 0.48684
H -2.22131 3.62119 1.85720
H -2.01449 1.87610 2.19433
H -3.61874 2.53152 1.85312
H -3.28291 4.10242 -0.62619
H -2.87663 2.73428 -2.98372
H -3.32883 -0.30553 -2.69504
H -1.98232 0.65042 -3.83094
H -2.78769 -2.53796 -3.16492
H -0.61566 -4.26865 -3.34436
H 1.77072 -4.08385 -2.67015
H 2.42990 -2.53557 -2.10497
H 2.18935 -2.81440 -3.84073
N 0.32756 -1.90168 2.97034
C 1.07186 -2.55904 2.08340
N 1.58780 -3.73249 2.42326
S 1.37917 -1.99238 0.48869
H 0.11783 -2.30431 3.87124
H -0.24826 -1.13315 2.65411
H 1.30524 -4.22154 3.25908
H 2.21160 -4.20878 1.79107
*
```


Record 4
The following is a quantum chemistry calculation of 2 unconnected molecules or ions with the total composition C16H24Cl2F4N5O3S at a distorted geometry, from OMol25.

Computed properties:
orbital gap	0.288	hartree
energy relative to the best compared isomer or geometry (same formula, charge and spin)	60.37	kJ/mol
DFT total energy	-2841.230529	hartree

The geometry in ORCA input format:
```
! RIJCOSX wB97M-V def2-TZVPD def2/J DEFGRID3
* xyz 1 1
C 0.46988 3.96691 -1.31936
C 0.00487 2.72578 -0.54651
C -0.62042 1.67308 -1.52832
C -2.10666 2.05431 -1.69588
C -0.37821 0.21537 -1.06020
C -1.23346 -0.89655 -1.69294
F -1.07574 -2.04671 -1.01192
F -2.56013 -0.60463 -1.56628
C -0.97920 -1.13479 -3.22178
F -0.05441 -0.25615 -3.68019
F -0.54794 -2.39019 -3.41139
N -0.82762 0.24286 0.35424
C 0.06470 -0.02111 1.23117
C -0.33537 0.10251 2.67882
O -1.59405 -0.50234 2.89671
N -1.53320 -1.87438 2.46719
O -2.45930 -2.45373 2.83357
C 1.39641 -0.41228 0.59058
O 2.35391 0.49283 1.12543
C 1.62765 -1.86594 1.09300
C 3.08039 -2.36711 1.08008
C 3.52217 -3.41015 0.07596
N 3.94644 -1.98011 1.91910
C 1.15329 -0.17833 -0.95724
N 2.10411 0.74366 -1.51427
N 1.40929 -1.50530 -1.57905
C 2.39361 -1.68885 -2.27380
S 3.51302 -1.93208 -3.33398
H 1.45689 3.78341 -1.74345
H -0.22042 4.12903 -2.14972
H 0.44644 4.85759 -0.69785
H 0.79553 2.29504 0.06801
H -0.80002 2.99695 0.14636
H -0.15384 1.86003 -2.49538
H -2.72303 1.74764 -0.84809
H -2.52157 1.58970 -2.59013
H -2.18356 3.13453 -1.79591
H -1.89723 -1.02099 -3.80054
H -1.76365 0.50609 0.66514
H -0.47435 1.16918 2.87881
H 0.42383 -0.24598 3.38142
H 2.33439 0.42475 2.08570
H 1.34359 -1.87462 2.15172
H 0.95040 -2.57043 0.61339
H 4.18260 -4.12437 0.55833
H 4.10022 -2.89972 -0.69725
H 2.67932 -3.90233 -0.40812
H 3.56330 -1.30837 2.58335
H 1.78431 1.15604 -2.37959
H 2.39201 1.46297 -0.86527
C -4.85276 0.28076 3.48708
Cl -4.14936 1.47537 2.37398
Cl -6.08099 1.00586 4.51575
H -5.30607 -0.50907 2.89955
H -4.06002 -0.11560 4.10999
*
```